Model i:
{
  "formula": "C3H3NOS2",
  "method": "ωB97M-V with the def2-TZVPD basis set",
  "e_lumo_ev": -0.98,
  "homo_lumo_gap_ev": 7.8447,
  "spin_multiplicity": 1,
  "species": ["C", "C", "C", "H", "H", "H", "N", "O", "S", "S"],
  "xyz": [[0.36, -1.65, 1.14], [0.40, -0.34, 0.62], [-0.57, 1.15, -1.28], [0.52, -1.49, 2.14], [-0.04, 1.72, -2.05], [-1.81, 1.21, -1.47], [0.57, 0.75, 1.25], [0.31, -2.69, 0.54], [0.02, 1.96, 0.27], [0.23, -0.60, -1.16]]
}

=====

Model ii:
{
  "formula": "C3H3NOS2",
  "method": "ωB97M-V with the def2-TZVPD basis set",
  "e_lumo_ev": -2.06,
  "homo_lumo_gap_ev": 6.5629,
  "spin_multiplicity": 1,
  "species": ["C", "C", "C", "N", "O", "S", "S", "H", "H", "H"],
  "xyz": [[-1.21, 1.12, 0.48], [-1.43, -1.00, 0.00], [-0.06, 0.60, 0.04], [-0.23, -0.67, -0.28], [-2.17, 0.09, 0.44], [3.05, -0.54, 0.25], [2.70, 1.24, -0.58], [-1.42, 2.03, 0.87], [-1.85, -1.86, -0.31], [2.61, -1.01, -0.91]]
}

=====

Energy relative to the most stable one, in eV: model i 0.000; model ii 2.097

=====

Model i:
{
  "formula": "C2H4N2P2",
  "method": "ωB97M-V with the def2-TZVPD basis set",
  "e_lumo_ev": 0.41,
  "homo_lumo_gap_ev": 9.4273,
  "spin_multiplicity": 1,
  "species": ["P", "C", "C", "N", "N", "P", "H", "H", "H", "H"],
  "xyz": [[2.06, 0.84, 0.20], [0.36, 0.18, 0.08], [0.01, -1.29, 0.09], [-1.25, -1.44, -0.03], [-1.96, -0.34, 0.13], [-1.02, 1.11, 0.41], [1.86, 2.20, 0.39], [2.22, 1.13, -1.13], [0.64, -2.03, -0.17], [-2.92, -0.35, 0.03]]
}

=====

Model ii:
{
  "formula": "C2H4N2P2",
  "method": "ωB97M-V with the def2-TZVPD basis set",
  "e_lumo_ev": [-0.91, -0.96],
  "homo_lumo_gap_ev": [7.5385, 7.1908],
  "spin_multiplicity": 1,
  "species": ["C", "C", "N", "N", "P", "P", "H", "H", "H", "H"],
  "xyz": [[-2.43, 0.83, -1.00], [1.74, -0.38, 0.59], [-0.69, -0.74, 0.49], [0.38, -0.02, 0.10], [0.34, 1.39, -0.69], [-2.20, -0.49, 0.01], [-3.26, 0.98, -1.65], [1.62, -0.62, 1.56], [1.99, -1.36, 0.02], [2.50, 0.41, 0.57]]
}

=====

Model iii:
{
  "formula": "C2H4N2P2",
  "method": "ωB97M-V with the def2-TZVPD basis set",
  "e_lumo_ev": [-1.53, -1.44],
  "homo_lumo_gap_ev": [5.9325, 5.9180],
  "spin_multiplicity": 1,
  "species": ["C", "C", "N", "N", "P", "P", "H", "H", "H", "H"],
  "xyz": [[-0.91, -1.67, 1.17], [0.96, 1.70, -0.88], [-0.06, -1.98, 0.34], [0.70, 1.23, -2.04], [0.79, -2.09, -0.92], [-1.51, -0.71, 2.40], [-0.08, 1.49, -2.42], [1.69, 1.22, -0.39], [0.62, 2.62, -0.51], [-2.20, -1.80, 3.25]]
}

=====

Energy relative to the most stable one, in eV: model i 0.000; model ii 4.253; model iii 3.649

=====

Model i:
{
  "formula": "C5H14N",
  "method": "ωB97M-V with the def2-TZVPD basis set",
  "e_lumo_ev": -7.82,
  "total_charge": 1,
  "homo_lumo_gap_ev": 5.9715,
  "spin_multiplicity": 1,
  "species": ["C", "C", "C", "C", "C", "N", "H", "H", "H", "H", "H", "H", "H", "H", "H", "H", "H", "H", "H", "H"],
  "xyz": [[6.70, 0.17, -0.66], [5.36, 0.43, -1.45], [3.99, -0.13, -0.77], [3.79, 0.70, 0.64], [3.53, -0.20, 1.78], [6.59, 1.22, 0.33], [7.53, 0.46, -1.43], [6.89, -0.85, -0.33], [5.16, 1.52, -1.56], [5.52, -0.13, -2.45], [3.26, 0.35, -1.49], [4.16, -1.25, -0.82], [5.45, 1.36, 0.64], [2.73, 1.21, 0.36], [4.40, -1.00, 2.11], [2.57, -0.87, 1.62], [3.30, 0.37, 2.83], [-43.97, -1.71, -0.28], [-44.08, -2.63, -0.25], [7.15, 0.99, 1.18]]
}

=====

Model ii:
{
  "formula": "C5H14N",
  "method": "ωB97M-V with the def2-TZVPD basis set",
  "e_lumo_ev": -9.17,
  "total_charge": 1,
  "homo_lumo_gap_ev": 7.2317,
  "spin_multiplicity": 1,
  "species": ["C", "C", "C", "C", "C", "N", "H", "H", "H", "H", "H", "H", "H", "H", "H", "H", "H", "H", "H", "H"],
  "xyz": [[-1.86, 0.18, -1.38], [-0.79, 0.10, -0.29], [0.29, -0.94, -0.62], [1.48, -0.85, 0.37], [1.06, -0.78, 1.85], [-0.18, 1.39, -0.16], [-1.35, 0.53, -2.30], [-2.56, 0.95, -1.05], [-2.33, -0.76, -1.60], [-1.31, -0.23, 0.63], [-0.14, -1.95, -0.66], [0.70, -0.66, -1.64], [2.21, -1.63, 0.23], [1.99, 0.08, 0.15], [0.54, -1.72, 2.16], [1.86, -0.62, 2.54], [0.40, 0.09, 2.02], [-0.30, 4.08, 0.35], [0.08, 1.65, 0.77], [0.39, 4.16, -0.05]]
}

=====

Model iii:
{
  "formula": "C5H14N",
  "method": "ωB97M-V with the def2-TZVPD basis set",
  "e_lumo_ev": -3.67,
  "total_charge": 1,
  "homo_lumo_gap_ev": 10.7221,
  "spin_multiplicity": 1,
  "species": ["C", "C", "C", "C", "C", "N", "H", "H", "H", "H", "H", "H", "H", "H", "H", "H", "H", "H", "H", "H"],
  "xyz": [[-2.09, 1.20, -1.14], [-0.77, 1.23, -0.31], [0.06, -0.03, -0.15], [-0.80, -1.34, -0.17], [1.04, 0.03, 0.98], [2.28, -0.91, 0.75], [-1.82, 0.95, -2.16], [-2.67, 0.35, -0.77], [-2.54, 2.19, -1.12], [-1.19, 1.47, 0.74], [-0.25, 2.23, -0.46], [0.69, 0.18, -1.02], [-1.10, -1.65, -1.19], [-0.19, -2.16, 0.17], [-1.63, -1.04, 0.47], [0.79, -0.24, 2.02], [1.49, 1.04, 1.00], [3.01, -0.68, 1.42], [1.97, -1.87, 0.89], [2.55, -0.80, -0.23]]
}

=====

Energy relative to the most stable one, in eV: model i 6.991; model ii 5.146; model iii 0.000

=====

Model i:
{
  "formula": "C5H14N",
  "method": "ωB97M-V with the def2-TZVPD basis set",
  "e_lumo_ev": -5.09,
  "total_charge": 1,
  "homo_lumo_gap_ev": 10.0876,
  "spin_multiplicity": 1,
  "species": ["C", "C", "N", "H", "H", "H", "H", "H", "H", "C", "C", "C", "H", "H", "H", "H", "H", "H", "H", "H"],
  "xyz": [[1.00, 2.21, 1.29], [-1.23, 1.39, 0.76], [-0.05, 1.67, 0.41], [1.63, 2.87, 0.70], [1.61, 1.38, 1.64], [0.53, 2.72, 2.13], [-1.47, 1.59, 1.80], [-1.93, 1.01, 0.04], [0.25, 1.43, -0.54], [0.20, -0.77, -1.83], [-0.16, -1.98, -0.99], [-0.16, -1.77, 0.53], [-0.54, 0.04, -1.74], [0.19, -1.03, -2.89], [1.21, -0.39, -1.64], [0.56, -2.77, -1.19], [-1.14, -2.33, -1.29], [-0.02, -2.73, 1.01], [0.66, -1.13, 0.87], [-1.11, -1.41, 0.93]]
}

=====

Model ii:
{
  "formula": "C5H14N",
  "method": "ωB97M-V with the def2-TZVPD basis set",
  "e_lumo_ev": -3.91,
  "total_charge": 1,
  "homo_lumo_gap_ev": 10.4409,
  "spin_multiplicity": 1,
  "species": ["C", "C", "C", "C", "C", "N", "H", "H", "H", "H", "H", "H", "H", "H", "H", "H", "H", "H", "H", "H"],
  "xyz": [[-0.19, -2.71, -1.07], [-0.07, -1.22, -1.39], [0.67, -0.61, -0.19], [0.58, 0.91, -0.19], [-0.61, 1.43, 0.83], [-0.14, 2.37, 1.82], [0.75, -2.93, -0.51], [-0.17, -3.31, -2.06], [-1.12, -3.09, -0.55], [-1.06, -0.80, -1.49], [0.36, -1.11, -2.39], [1.68, -1.10, -0.18], [0.37, -1.10, 0.83], [0.13, 1.32, -1.21], [1.48, 1.50, 0.03], [-1.25, 0.62, 1.31], [-1.27, 1.92, 0.13], [0.60, 2.03, 2.49], [0.18, 3.25, 1.37], [-0.92, 2.61, 2.42]]
}

=====

Model iii:
{
  "formula": "C5H14N",
  "method": "ωB97M-V with the def2-TZVPD basis set",
  "e_lumo_ev": -9.53,
  "total_charge": 1,
  "homo_lumo_gap_ev": 6.2924,
  "spin_multiplicity": 1,
  "species": ["C", "C", "C", "C", "C", "N", "H", "H", "H", "H", "H", "H", "H", "H", "H", "H", "H", "H", "H", "H"],
  "xyz": [[0.25, -1.61, 0.90], [-0.20, -0.73, -0.26], [0.62, 0.55, -0.46], [2.06, 0.31, -0.89], [0.48, 1.51, 0.73], [-1.54, -0.23, -0.11], [0.05, -1.09, 1.85], [-0.41, -2.49, 0.92], [1.28, -1.93, 0.86], [-0.01, -1.34, -1.16], [0.10, 0.98, -1.32], [2.64, -0.18, -0.07], [2.11, -0.35, -1.76], [2.62, 1.24, -1.15], [0.98, 1.09, 1.65], [0.90, 2.48, 0.55], [-0.63, 1.59, 0.96], [-2.22, -1.02, -0.18], [-4.59, 0.44, -0.85], [-4.49, 0.77, -0.20]]
}

=====

Model iv:
{
  "formula": "C5H14N",
  "method": "ωB97M-V with the def2-TZVPD basis set",
  "e_lumo_ev": -7.28,
  "total_charge": 1,
  "homo_lumo_gap_ev": 5.1782,
  "spin_multiplicity": 1,
  "species": ["C", "C", "C", "C", "C", "N", "H", "H", "H", "H", "H", "H", "H", "H", "H", "H", "H", "H", "H", "H"],
  "xyz": [[-0.60, -1.62, -0.82], [-1.03, -0.52, 0.20], [0.39, 0.80, 0.40], [1.46, 0.05, 1.03], [0.54, 1.47, -0.96], [-1.90, 0.35, -0.28], [-1.01, -1.31, -2.01], [-1.14, -2.53, -1.07], [0.60, -2.03, -0.93], [-1.54, -0.37, 1.14], [-0.21, 1.53, 1.04], [1.76, -0.76, 0.49], [1.19, -0.31, 2.08], [2.43, 0.71, 1.16], [1.29, 0.97, -1.71], [0.79, 2.54, -0.88], [-0.56, 1.49, -1.28], [0.09, -0.39, -2.12], [2.48, -1.18, 3.42], [2.53, -1.91, 3.52]]
}

=====

Energy relative to the most stable one, in eV: model i 0.000; model ii 0.449; model iii 5.162; model iv 12.215